The following is a quantum chemistry calculation of the molecule C25H30N6O2, from the OMol25 dataset.

Computed properties:
energy above the lowest of the compared OMol25 structures with the same formula, charge and spin = 4.8 kcal/mol
lowest unoccupied orbital energy = 0.06 eV
SMILES string = COc1cc(OC)cc(N(CCNC(C)C)c2ccc3ncc(-c4cnn(C)c4)nc3c2)c1
HOMO = -7.38 eV

Atoms and positions in Å:
O -4.58224 0.31490 -2.08491
O -1.38502 -3.31232 -2.61359
N 1.19187 -4.71957 5.22829
N 2.41783 -4.66399 5.74615
N 1.55826 -1.77670 2.29342
N -0.63534 4.70618 -0.98861
N 0.05797 1.00214 -1.29994
N 4.06962 -0.53619 2.22132
C 0.81828 -0.39828 0.50481
C 0.34988 5.64159 -1.51313
C 0.22586 -5.64288 5.74822
C 1.81857 -0.80106 1.39818
C -0.73411 -1.18145 -1.94738
C -0.26007 3.36409 -0.61437
C 3.31259 0.85940 0.43090
C 1.03156 -3.84098 4.22804
C 1.57067 5.72990 -0.60153
C 2.23479 -3.16468 4.08222
C 3.09295 -0.16642 1.36854
C 0.00937 2.37103 -1.76912
C -5.68371 -0.48842 -2.42734
C 3.79412 -1.48751 3.06929
C 2.52342 -2.12130 3.12178
C -2.36291 -4.22976 -3.03456
C -3.33969 -0.24838 -2.06142
C 2.32316 1.23251 -0.43053
C 3.06262 -3.73555 5.07232
C 1.05014 0.60476 -0.41953
C -2.31064 0.60748 -1.68334
C -1.00065 0.14575 -1.62163
C -3.07563 -1.57572 -2.37694
C -1.76327 -2.03741 -2.31481
C 0.78041 5.39738 -2.96832
H 4.08177 -3.51079 5.31432
H -0.78771 2.44416 -2.51197
H 4.28147 1.33452 0.41108
H -2.86124 -3.89713 -3.95138
H -0.14014 -0.88830 0.56579
H 0.27254 -1.56437 -1.92238
H 1.25566 5.83753 0.43273
H -1.08663 2.96159 -0.01802
H -5.80682 -1.32343 -1.72974
H -0.10265 -6.33475 4.97045
H -6.55422 0.16265 -2.36287
H 1.45336 4.54764 -3.04813
H 1.29915 6.27393 -3.34918
H 2.53016 2.01000 -1.14860
H 0.70132 -6.20077 6.55220
H 0.94655 2.61598 -2.27567
H 0.11560 -3.73454 3.68526
H -0.08800 5.21388 -3.59863
H -1.44451 4.68637 -1.59973
H 2.16915 6.59448 -0.87654
H -0.64318 -5.11080 6.13982
H -3.11278 -4.40803 -2.25642
H -2.57122 1.61986 -1.42424
H 2.19523 4.84423 -0.69006
H -5.59950 -0.87581 -3.44829
H 4.58793 -1.77568 3.74478
H -0.16255 6.61386 -1.48445
H -1.82886 -5.15741 -3.23469
H -3.87384 -2.23763 -2.66491
H 0.61328 3.41023 0.03700